*w*
# C47H35BrN5O6S2Ti

A molecular structure, C47H35BrN5O6S2Ti (ωB97M-V/def2-TZVPD, the OMol25 dataset).

HOMO-LUMO gap	3.31	eV
HOMO level	-3.149	eV
LUMO level	0.16	eV
net charge	-1

Element x y z (Å)
Ti 0.1946 0.3006 -0.4646
O -0.8402 -6.2324 -5.1732
C -0.2235 -5.9242 -4.0066
O 0.2222 -6.8001 -3.3236
C -0.1269 -4.4691 -3.6539
C -0.8489 -3.4768 -4.3093
C -0.6887 -2.1485 -3.9530
C 0.1940 -1.8184 -2.9327
C 0.8781 -2.7974 -2.2282
C 0.7214 -4.1193 -2.6072
N 0.3700 -0.4441 -2.5792
C 0.5052 0.4087 -3.5118
C 0.5565 1.8426 -3.1849
C 0.7827 2.7979 -4.1556
C 0.7868 4.1348 -3.7703
C 0.5463 4.4412 -2.4472
C 0.3193 3.4131 -1.5352
N 0.3373 2.1372 -1.8973
H -1.0784 -5.4294 -5.6485
H -1.5834 -3.7101 -5.0721
H -1.2951 -1.3832 -4.4202
H 1.5492 -2.5264 -1.4212
H 1.2551 -4.9014 -2.0857
H 0.5856 0.1092 -4.5573
H 0.9495 2.5014 -5.1823
H 0.9635 4.9157 -4.4978
H 0.5214 5.4655 -2.1028
H 0.1088 3.6101 -0.4926
C 4.7506 0.6787 -1.5827
C 5.2120 1.4467 -0.5257
C 4.3007 2.0056 0.3467
C 2.9335 1.8066 0.1492
N 2.4975 1.0484 -0.8745
C 3.3867 0.4953 -1.6976
C 1.9054 2.3334 1.0693
C 2.2278 3.3362 1.9892
C 1.2831 3.7738 2.8990
C 0.0125 3.2117 2.8907
C -0.3171 2.2448 1.9512
C 0.6132 1.7866 1.0169
H 5.4232 0.1888 -2.2719
H 6.2739 1.5829 -0.3640
H 4.6426 2.5583 1.2088
H 2.9924 -0.1510 -2.4721
H 3.2162 3.7789 2.0033
H 1.5398 4.5400 3.6200
H -0.7254 3.5242 3.6197
H -1.3129 1.8255 1.9711
O -0.8249 -1.2129 -0.1206
O -2.2316 -1.2205 -0.2885
S -6.4179 1.1217 -0.8225
C -4.6416 1.0134 -0.7184
C -4.0686 0.1899 0.1653
C -2.5826 0.0651 0.2319
N -1.8083 1.0115 -0.5621
C -2.4872 1.7845 -1.4383
C -3.8396 1.8433 -1.5781
C -6.7819 -0.2021 -1.9279
C -8.0648 -0.7408 -1.9245
C -8.3725 -1.7418 -2.8305
N -7.5094 -2.2455 -3.7093
C -6.2790 -1.7330 -3.6869
C -5.8658 -0.7212 -2.8382
H -4.6451 -0.4212 0.8461
H -2.2296 0.0643 1.2700
H -1.9022 2.4233 -2.0856
H -4.2961 2.5232 -2.2816
H -8.8089 -0.3928 -1.2196
H -9.3695 -2.1702 -2.8398
H -5.5760 -2.1562 -4.3971
H -4.8482 -0.3554 -2.8702
S -1.0913 -0.9664 3.4455
C -0.2294 -0.8088 4.9487
C -0.2657 0.3716 5.7191
C 0.4630 0.5120 6.8895
C 1.2671 -0.5224 7.3597
C 1.3129 -1.7020 6.6227
C 0.5871 -1.8408 5.4516
H -0.8858 1.1872 5.3643
H 0.4041 1.4435 7.4435
H 1.8433 -0.4114 8.2696
H 1.9358 -2.5236 6.9609
H 0.6452 -2.7609 4.8818
Br 5.3028 0.2577 5.9388
C 4.4468 -0.2722 4.3238
C 3.0982 -0.0195 4.1602
C 2.4888 -0.3979 2.9693
C 3.2339 -1.0272 1.9783
C 4.5847 -1.2997 2.1772
C 5.2038 -0.9179 3.3540
C 2.6128 -1.3599 0.6575
O 3.2070 -2.0139 -0.1924
O 1.4392 -0.8439 0.4747
H 2.5151 0.4386 4.9496
H 1.4220 -0.2456 2.8297
H 5.1377 -1.8001 1.3928
H 6.2533 -1.1159 3.5240

***

*x*
# C47H35BrN5O6S2Ti

A molecular structure, C47H35BrN5O6S2Ti (ωB97M-V/def2-TZVPD, the OMol25 dataset).

HOMO-LUMO gap	4.37	eV
HOMO level	-2.869	eV
LUMO level	1.51	eV
net charge	-1

Element x y z (Å)
Ti 1.3033 0.5151 -0.4038
O 3.7695 -2.2485 5.5742
C 4.7044 -1.7241 4.7490
O 5.7563 -1.3640 5.2048
C 4.3287 -1.5911 3.3085
C 5.0175 -0.6553 2.5393
C 4.6279 -0.3994 1.2418
C 3.5513 -1.0763 0.6558
C 2.9237 -2.0765 1.3963
C 3.2964 -2.3040 2.7152
N 3.1395 -0.6500 -0.6297
C 2.5244 -1.5709 -1.5236
C 2.3296 -0.7292 -2.7693
C 2.9481 -0.9773 -3.9850
C 2.7570 -0.0738 -5.0094
C 1.9478 1.0359 -4.8023
C 1.3633 1.2021 -3.5637
N 1.5663 0.3450 -2.5655
H 2.9445 -2.3876 5.0913
H 5.8458 -0.1239 2.9918
H 5.1383 0.3534 0.6518
H 2.0877 -2.6266 0.9834
H 2.7576 -3.0763 3.2553
H 3.0973 -2.4810 -1.7309
H 3.5688 -1.8546 -4.1022
H 3.2399 -0.2253 -5.9671
H 1.7657 1.7593 -5.5841
H 0.7143 2.0421 -3.3494
C 3.7976 3.9739 -1.6788
C 2.8395 4.9676 -1.8002
C 1.5252 4.7005 -1.4694
C 1.1742 3.4345 -1.0018
N 2.1172 2.4809 -0.9063
C 3.3831 2.7326 -1.2393
C -0.2106 3.0337 -0.6180
C -1.2455 3.9641 -0.5002
C -2.5056 3.5266 -0.1260
C -2.7312 2.1756 0.1422
C -1.7006 1.2552 0.0386
C -0.4281 1.6749 -0.3607
H 4.8354 4.1451 -1.9272
H 3.1153 5.9501 -2.1634
H 0.7646 5.4596 -1.5791
H 4.0588 1.8894 -1.1520
H -1.0804 5.0222 -0.6692
H -3.3120 4.2423 -0.0234
H -3.7184 1.8448 0.4430
H -1.8696 0.2058 0.2758
O 0.5440 -1.1006 -0.3999
O 1.2320 -2.1215 -1.1031
S -5.7017 -0.9175 -2.4444
C -3.9756 -0.4717 -2.5768
C -2.9947 -1.3837 -2.2270
C -1.6637 -1.0162 -2.4022
N -1.3015 0.1773 -2.8619
C -2.2502 1.0558 -3.1747
C -3.6015 0.7803 -3.0555
C -6.0107 -1.3686 -4.1427
C -5.8891 -2.6867 -4.5517
C -6.1285 -2.9971 -5.8842
N -6.4744 -2.0970 -6.8033
C -6.5865 -0.8333 -6.3967
C -6.3676 -0.4214 -5.0895
H -3.2412 -2.3525 -1.8127
H -0.8699 -1.7013 -2.1233
H -1.9200 2.0330 -3.5153
H -4.3450 1.5258 -3.3070
H -5.6096 -3.4559 -3.8441
H -6.0364 -4.0217 -6.2272
H -6.8693 -0.1099 -7.1539
H -6.4757 0.6190 -4.8128
S -1.4500 -2.8758 1.1622
C -2.3974 -3.1176 2.6099
C -2.4074 -4.3341 3.3273
C -3.1863 -4.5230 4.4588
C -3.9984 -3.5053 4.9511
C -3.9947 -2.2875 4.2781
C -3.2165 -2.0991 3.1460
H -1.7807 -5.1382 2.9579
H -3.1610 -5.4817 4.9684
H -4.6123 -3.6557 5.8312
H -4.6085 -1.4700 4.6449
H -3.2160 -1.1390 2.6411
Br 4.0172 2.2769 7.6961
C 3.1743 1.7924 6.0677
C 1.9699 1.1073 6.1095
C 1.3547 0.7660 4.9155
C 1.9312 1.1203 3.7025
C 3.1315 1.8152 3.6804
C 3.7661 2.1537 4.8679
C 1.2072 0.7118 2.4639
O 0.1713 0.1093 2.5062
O 1.7926 1.1009 1.3130
H 1.5229 0.8452 7.0583
H 0.4219 0.2164 4.9042
H 3.5721 2.0789 2.7268
H 4.7098 2.6812 4.8642

***

So which one wins? Going from most stable to least: *x*, *w*.